The following is a DFT calculation (ωB97M-V with the def2-TZVPD basis set) of C25H51Br8N5O3 as an isolated structure at a distorted geometry.

Energy above the lowest of the compared OMol25 structures with the same formula, charge and spin, kcal/mol: 1103.1
LUMO, eV: 0.1
Gap between HOMO and LUMO, Eh: 0.258
HOMO, eV: -6.893

Geometry (Å):
1 C 1.123 4.692 -0.746
2 O 1.712 4.004 -1.493
3 N 0.791 4.217 0.468
4 C 0.004 5.082 1.464
5 C 1.094 2.865 0.846
6 H 0.779 5.723 -0.923
7 H -0.855 5.557 0.990
8 H 0.461 5.903 2.015
9 H -0.361 4.343 2.178
10 H 2.104 2.625 0.514
11 H 1.099 2.743 1.929
12 H 0.452 2.054 0.501
13 C -4.578 -1.324 -2.262
14 O -5.673 -1.227 -2.658
15 N -4.198 -1.344 -0.951
16 C -2.780 -1.408 -0.518
17 C -5.183 -1.235 0.174
18 H -3.707 -1.468 -2.920
19 H -2.437 -0.485 -0.051
20 H -2.131 -1.654 -1.358
21 H -2.696 -2.278 0.133
22 H -4.971 -0.387 0.824
23 H -6.203 -1.272 -0.209
24 H -5.326 -2.028 0.909
25 C 2.310 0.482 -4.919
26 O 1.145 0.720 -5.056
27 N 2.732 -0.293 -3.904
28 C 4.113 -0.541 -3.456
29 C 1.861 -1.081 -3.018
30 H 3.019 0.876 -5.663
31 H 4.566 -1.506 -3.679
32 H 4.198 -0.217 -2.419
33 H 4.776 0.250 -3.805
34 H 1.896 -2.149 -3.233
35 H 1.969 -0.802 -1.970
36 H 0.831 -0.774 -3.203
37 C 0.090 -4.060 4.900
38 C -0.315 -4.845 3.668
39 C -1.265 -4.143 2.728
40 C -0.904 -2.745 2.433
41 N -0.574 -1.645 2.182
42 H 0.651 -4.575 5.679
43 H -0.679 -3.514 5.447
44 H 0.681 -3.205 4.570
45 H -0.800 -5.749 4.037
46 H 0.628 -4.977 3.139
47 H -2.254 -4.105 3.183
48 H -1.344 -4.637 1.759
49 C -2.903 2.640 0.439
50 C -2.195 1.248 0.626
51 C -1.927 0.830 2.092
52 C -1.007 1.814 2.725
53 N -0.173 2.499 3.188
54 H -3.797 2.741 1.054
55 H -3.128 2.948 -0.582
56 H -2.212 3.405 0.793
57 H -1.296 1.406 0.030
58 H -2.852 0.548 0.109
59 H -1.446 -0.145 2.180
60 H -2.910 0.742 2.556
61 Br 4.668 1.844 -2.816
62 C 2.927 2.496 -2.104
63 C 2.396 1.575 -0.980
64 Br 3.765 1.312 0.483
65 H 2.209 2.502 -2.924
66 H 2.953 3.518 -1.724
67 H 2.351 0.573 -1.407
68 H 1.513 1.991 -0.494
69 Br 1.561 -3.936 1.990
70 C 2.092 -2.688 3.343
71 C 2.149 -1.269 2.647
72 Br 2.950 0.018 3.926
73 H 2.988 -3.084 3.821
74 H 1.262 -2.503 4.025
75 H 1.222 -0.855 2.251
76 H 2.866 -1.390 1.835
77 Br -1.734 -0.931 -2.680
78 C -0.834 0.484 -3.715
79 C -0.077 1.326 -2.756
80 Br -1.368 2.486 -1.703
81 H -1.635 1.080 -4.151
82 H -0.292 0.046 -4.553
83 H 0.557 1.913 -3.420
84 H 0.424 0.584 -2.134
85 Br 0.101 1.178 -0.415
86 C 1.047 -0.570 -0.418
87 C 0.388 -1.644 0.412
88 Br -0.960 -2.427 -0.742
89 H 1.735 -0.317 0.389
90 H 1.590 -0.731 -1.349
91 H 0.000 -1.337 1.383
92 H 1.183 -2.383 0.518

=====

The following is a DFT calculation (ωB97M-V with the def2-TZVPD basis set) of a 5-piece molecular cluster, C21H21Cl3N4 overall.

SMILES: ClC(Cl)Cl.c1ccncc1.c1ccncc1.c1ccncc1.c1ccncc1
Energy above the lowest of the compared OMol25 structures with the same formula, charge and spin, kcal/mol: 0.0
LUMO, eV: 0.7
Gap between HOMO and LUMO, Eh: 0.375
HOMO, eV: -9.536

Geometry (Å):
1 Cl 2.525 -0.241 -1.166
2 C 2.788 -1.933 -0.756
3 Cl 3.727 -2.075 0.728
4 Cl 3.556 -2.814 -2.077
5 H 1.830 -2.414 -0.591
6 C 2.666 3.523 0.938
7 C 2.675 4.781 1.516
8 C 1.526 5.552 1.431
9 N 0.401 5.139 0.853
10 C 0.397 3.921 0.322
11 C 1.493 3.078 0.342
12 H 3.562 2.915 0.938
13 H 3.538 5.180 2.032
14 H 1.501 6.559 1.835
15 H -0.519 3.609 -0.172
16 H 1.507 2.110 -0.140
17 C -0.922 0.201 1.781
18 C 0.115 -0.705 1.618
19 C 0.041 -1.921 2.273
20 N -0.982 -2.287 3.026
21 C -1.974 -1.413 3.173
22 C -1.992 -0.163 2.577
23 H -0.900 1.159 1.275
24 H 0.970 -0.461 1.004
25 H 0.857 -2.633 2.191
26 H -2.794 -1.740 3.805
27 H -2.822 0.518 2.716
28 C -1.789 -5.610 -0.492
29 C -1.256 -5.341 0.756
30 C -0.048 -4.670 0.829
31 N 0.630 -4.251 -0.235
32 C 0.096 -4.493 -1.427
33 C -1.103 -5.167 -1.605
34 H -2.712 -6.172 -0.560
35 H -1.730 -5.606 1.691
36 H 0.421 -4.448 1.782
37 H 0.667 -4.161 -2.288
38 H -1.470 -5.324 -2.611
39 C -1.784 3.495 -2.991
40 C -2.536 2.733 -2.118
41 C -1.950 1.609 -1.553
42 N -0.697 1.233 -1.790
43 C 0.004 1.947 -2.663
44 C -0.493 3.088 -3.277
45 H -2.155 4.410 -3.436
46 H -3.543 3.001 -1.827
47 H -2.495 0.965 -0.871
48 H 1.037 1.661 -2.834
49 H 0.134 3.656 -3.952

=====

The following is a DFT calculation (ωB97M-V with the def2-TZVPD basis set) of C11H12N2O2 in the gas phase at a distorted geometry.

SMILES: N[C@@H](Cc1c[nH]c2ccccc12)C(=O)O
Energy above the lowest of the compared OMol25 structures with the same formula, charge and spin, kcal/mol: 102.9
LUMO, eV: 0.6
Gap between HOMO and LUMO, Eh: 0.313
HOMO, eV: -7.934

Geometry (Å):
1 N -1.699 -1.524 0.966
2 C -2.076 -0.065 0.498
3 C -1.155 0.637 -0.541
4 C 0.232 0.750 -0.089
5 C 0.660 2.100 0.083
6 N 2.056 2.093 0.313
7 C 2.525 0.794 0.136
8 C 3.675 0.131 0.451
9 C 3.799 -1.134 0.077
10 C 2.803 -1.949 -0.588
11 C 1.525 -1.503 -0.610
12 C 1.384 -0.058 -0.207
13 C -3.488 -0.033 -0.134
14 O -3.877 1.001 -0.763
15 O -4.407 -0.939 0.241
16 H -0.911 -1.234 1.610
17 H -1.274 -1.935 0.123
18 H -2.092 0.482 1.504
19 H -1.836 1.447 -0.744
20 H -1.121 0.054 -1.437
21 H 0.162 3.164 -0.025
22 H 2.628 3.136 0.183
23 H 4.543 0.592 0.844
24 H 4.842 -1.505 0.066
25 H 3.098 -2.937 -1.240
26 H 0.507 -1.968 -1.052
27 H -4.072 -1.783 0.927

=====

The following is a DFT calculation (ωB97M-V with the def2-TZVPD basis set) of a 2-piece molecular cluster, C5H15NO overall at a distorted geometry.

Net charge: +1
<S²>: 0.75
Energy above the lowest of the compared OMol25 structures with the same formula, charge and spin, kcal/mol: 65.9
Spin multiplicity: 2
LUMO (alpha / beta), eV: -3.8 / -9.5
Gap between HOMO and LUMO (alpha / beta), Eh: 0.420 / 0.209
HOMO (alpha / beta), eV: -15.234 / -15.227

Geometry (Å):
1 C 0.000 1.803 -0.226
2 C 0.376 0.967 0.941
3 C -0.253 -0.398 0.881
4 C 0.051 -1.125 2.122
5 C -1.674 -0.450 0.501
6 N 0.395 1.247 -1.614
7 H 0.444 2.819 -0.081
8 H -1.047 1.988 -0.183
9 H 1.485 0.796 0.872
10 H 0.253 1.514 1.915
11 H 0.157 -0.864 -0.004
12 H 0.102 -2.237 2.011
13 H -0.505 -0.720 2.930
14 H 1.087 -0.781 2.149
15 H -2.054 -1.450 0.955
16 H -1.884 -0.378 -0.543
17 H -2.214 0.381 0.995
18 H 0.634 0.309 -1.628
19 H 1.298 1.670 -1.869
20 H 1.352 -2.217 -2.851
21 H 1.226 -0.997 -3.705
22 O 0.771 -1.877 -3.568

=====

The following is a DFT calculation (ωB97M-V with the def2-TZVPD basis set) of C5H10O in the gas phase.

SMILES: OCCC1CC1
Energy above the lowest of the compared OMol25 structures with the same formula, charge and spin, kcal/mol: 29.2
LUMO, eV: 1.1
Gap between HOMO and LUMO, Eh: 0.416
HOMO, eV: -10.191

Geometry (Å):
1 O -2.503 -0.631 -0.606
2 C -1.916 0.450 0.097
3 C -0.495 0.716 -0.381
4 C 0.458 -0.413 -0.029
5 C 1.538 -0.259 1.002
6 C 1.888 -0.285 -0.458
7 H -1.834 -1.321 -0.677
8 H -1.913 0.265 1.182
9 H -2.560 1.315 -0.091
10 H -0.112 1.651 0.049
11 H -0.533 0.859 -1.470
12 H 0.028 -1.407 0.034
13 H 1.590 0.670 1.556
14 H 1.792 -1.148 1.575
15 H 2.140 0.670 -0.913
16 H 2.432 -1.130 -0.870

=====

The following is a DFT calculation (ωB97M-V with the def2-TZVPD basis set) of a 3-piece molecular cluster, C25H27FNO10 overall at a distorted geometry.

Net charge: +1
LUMO, eV: -3.8
Gap between HOMO and LUMO, Eh: 0.285
HOMO, eV: -11.517

Geometry (Å):
1 C -2.756 0.228 2.142
2 C -1.527 -0.108 1.340
3 C -0.406 0.749 1.388
4 C 0.730 0.423 0.690
5 N 0.848 -0.684 -0.055
6 C 2.072 -1.083 -0.788
7 C 3.261 -0.112 -0.663
8 C 3.927 -0.047 0.735
9 C 4.382 -1.404 1.296
10 O 4.698 -1.181 2.686
11 C 5.699 -2.034 3.124
12 O 5.408 -2.936 3.864
13 C -0.234 -1.503 -0.149
14 C -0.188 -2.764 -1.023
15 C -0.434 -2.332 -2.514
16 F -1.593 -2.897 -3.004
17 C -1.408 -1.247 0.521
18 H -3.656 -0.238 1.725
19 H -2.621 -0.244 3.135
20 H -2.878 1.300 2.340
21 H -0.437 1.655 1.993
22 H 1.561 1.121 0.765
23 H 2.367 -2.118 -0.566
24 H 1.794 -1.095 -1.857
25 H 2.969 0.878 -1.033
26 H 4.030 -0.486 -1.360
27 H 4.840 0.565 0.618
28 H 3.334 0.449 1.515
29 H 3.549 -2.134 1.312
30 H 5.222 -1.865 0.751
31 H 6.757 -1.866 2.840
32 H 0.742 -3.327 -0.904
33 H -1.066 -3.370 -0.760
34 H -0.523 -1.237 -2.601
35 H 0.424 -2.650 -3.129
36 H -2.267 -1.913 0.439
37 C -6.795 -0.488 5.014
38 C -7.845 0.030 5.667
39 C -8.715 1.083 5.044
40 O -9.664 1.505 5.671
41 C -8.370 1.554 3.707
42 C -7.321 1.036 3.061
43 C -6.470 -0.034 3.674
44 O -5.532 -0.484 3.031
45 O -6.973 1.443 1.834
46 O -8.173 -0.358 6.895
47 H -6.163 -1.249 5.451
48 H -8.993 2.324 3.274
49 H -6.191 0.915 1.593
50 H -8.964 0.163 7.137
51 C 3.908 2.895 -4.335
52 C 4.593 3.386 -5.379
53 C 4.974 2.522 -6.545
54 O 5.578 3.020 -7.471
55 C 4.600 1.111 -6.503
56 C 3.920 0.627 -5.460
57 C 3.518 1.498 -4.310
58 O 2.880 1.004 -3.388
59 O 3.561 -0.661 -5.385
60 O 4.969 4.658 -5.437
61 H 3.625 3.508 -3.491
62 H 4.894 0.492 -7.339
63 H 3.083 -0.750 -4.542
64 H 5.443 4.758 -6.286

=====

Please write out number 3 again, unchanged.
The following is a DFT calculation (ωB97M-V with the def2-TZVPD basis set) of C11H12N2O2 in the gas phase at a distorted geometry.

SMILES: N[C@@H](Cc1c[nH]c2ccccc12)C(=O)O
Energy above the lowest of the compared OMol25 structures with the same formula, charge and spin, kcal/mol: 102.9
LUMO, eV: 0.6
Gap between HOMO and LUMO, Eh: 0.313
HOMO, eV: -7.934

Geometry (Å):
1 N -1.699 -1.524 0.966
2 C -2.076 -0.065 0.498
3 C -1.155 0.637 -0.541
4 C 0.232 0.750 -0.089
5 C 0.660 2.100 0.083
6 N 2.056 2.093 0.313
7 C 2.525 0.794 0.136
8 C 3.675 0.131 0.451
9 C 3.799 -1.134 0.077
10 C 2.803 -1.949 -0.588
11 C 1.525 -1.503 -0.610
12 C 1.384 -0.058 -0.207
13 C -3.488 -0.033 -0.134
14 O -3.877 1.001 -0.763
15 O -4.407 -0.939 0.241
16 H -0.911 -1.234 1.610
17 H -1.274 -1.935 0.123
18 H -2.092 0.482 1.504
19 H -1.836 1.447 -0.744
20 H -1.121 0.054 -1.437
21 H 0.162 3.164 -0.025
22 H 2.628 3.136 0.183
23 H 4.543 0.592 0.844
24 H 4.842 -1.505 0.066
25 H 3.098 -2.937 -1.240
26 H 0.507 -1.968 -1.052
27 H -4.072 -1.783 0.927